ORCA calculation (ωB97M-V/def2-TZVPD) on a molecular structure, C38H54BF8NO4P3S2ScSi.

Cartesian coordinates (Å):
Sc (0.08477, 0.90609, -0.27163)
C (-3.86778, -1.25297, -0.66299)
C (-4.10375, 0.21189, -0.29827)
C (-4.37560, 1.06234, -1.53594)
P (-2.67632, 0.82969, 0.71782)
C (-3.34350, 2.43198, 1.41697)
C (-2.82094, 2.75514, 2.81853)
C (-3.04690, 3.61798, 0.50200)
C (-2.82645, -0.28022, 2.16627)
C (-3.98991, -0.26536, 2.93902)
C (-4.08545, -1.03027, 4.08686)
C (-3.00088, -1.80417, 4.48159)
C (-1.85698, -1.84025, 3.70170)
C (-1.75249, -1.10631, 2.51392)
Si (-0.34095, -1.27753, 1.24207)
C (1.15705, -1.85958, 2.26811)
C (1.15410, -3.06176, 2.98305)
C (2.15007, -3.36929, 3.89430)
C (3.16763, -2.45480, 4.13070)
C (3.22251, -1.28408, 3.39430)
C (2.25340, -0.99732, 2.42794)
P (2.43806, 0.36453, 1.21289)
C (4.15051, 0.13841, 0.52120)
C (4.33211, 1.13102, -0.62509)
C (5.32361, 0.26230, 1.49356)
C (2.46744, 1.99262, 2.08841)
C (0.78391, 4.19213, 2.17308)
C (2.58357, 1.94596, 3.61300)
C (-0.85491, -2.82377, 0.24017)
C (-1.53747, -3.89806, 0.81906)
C (-1.78028, -5.06770, 0.11749)
C (-1.31761, -5.19950, -1.18502)
C (-0.65624, -4.14284, -1.78832)
C (-0.45644, -2.94255, -1.10106)
P (0.34648, -1.47984, -1.84624)
C (2.16560, -1.90530, -1.97511)
C (2.57382, -2.88602, -0.87771)
C (2.67245, -2.39931, -3.32758)
C (-0.25971, -1.25942, -3.58929)
C (-1.58391, -0.49937, -3.58947)
C (-0.39367, -2.45272, -4.53793)
H (-4.66850, -1.61127, -1.31422)
H (-3.83444, -1.89033, 0.22069)
H (-2.92216, -1.38483, -1.19227)
H (-4.97810, 0.26661, 0.35965)
H (-3.48887, 1.14878, -2.16388)
H (-4.70531, 2.06797, -1.27860)
H (-5.16423, 0.59931, -2.13357)
H (-4.42928, 2.28598, 1.46802)
H (-1.73948, 2.88087, 2.80751)
H (-3.06510, 1.99311, 3.55511)
H (-3.26285, 3.69886, 3.14703)
H (-1.97836, 3.83016, 0.48713)
H (-3.55148, 4.50867, 0.88306)
H (-3.36957, 3.46448, -0.52490)
H (-4.82345, 0.36911, 2.65845)
H (-4.98927, -1.00731, 4.68241)
H (-3.05084, -2.38309, 5.39565)
H (-1.02651, -2.45207, 4.02984)
H (0.35590, -3.77705, 2.81832)
H (2.12484, -4.30863, 4.43288)
H (3.92850, -2.66184, 4.87259)
H (4.02862, -0.59201, 3.57951)
H (4.13974, -0.87331, 0.10439)
H (4.37035, 2.15880, -0.25796)
H (3.51926, 1.06505, -1.34186)
H (5.27099, 0.93293, -1.14641)
H (5.22723, 1.14878, 2.12550)
H (6.25002, 0.37011, 0.92464)
H (5.43518, -0.61184, 2.12897)
H (3.32519, 2.53665, 1.67502)
H (0.52231, 4.14274, 3.23337)
H (-0.05716, 4.64553, 1.64273)
H (1.63306, 4.87485, 2.08045)
H (1.77396, 1.35975, 4.05264)
H (2.51697, 2.95719, 4.01835)
H (3.52519, 1.51724, 3.95865)
H (-1.89577, -3.81427, 1.83969)
H (-2.31589, -5.88265, 0.58888)
H (-1.47497, -6.12080, -1.73146)
H (-0.29044, -4.26284, -2.79671)
H (2.64482, -0.94285, -1.77702)
H (2.13274, -3.86929, -1.05117)
H (2.26688, -2.56075, 0.11650)
H (3.66078, -3.00202, -0.87650)
H (2.31541, -3.40878, -3.53961)
H (3.76389, -2.44291, -3.29892)
H (2.39188, -1.74687, -4.15386)
H (0.50034, -0.58709, -3.99449)
H (-2.39977, -1.13861, -3.24589)
H (-1.82170, -0.17344, -4.60404)
H (-1.55353, 0.38606, -2.95690)
H (-1.27325, -3.04789, -4.29107)
H (0.47519, -3.10535, -4.55545)
H (-0.53825, -2.07049, -5.55128)
F (-1.99815, 2.60723, -4.37272)
C (-2.03673, 3.69479, -3.60628)
F (-3.24181, 3.78532, -3.04576)
F (-1.82717, 4.76561, -4.35795)
S (-0.74566, 3.58715, -2.29561)
O (-1.08693, 2.32870, -1.61993)
O (-0.84156, 4.79860, -1.56061)
N (0.56510, 3.49619, -3.13339)
S (1.36925, 2.17923, -3.37963)
O (1.14992, 1.56081, -4.64868)
O (1.38934, 1.28861, -2.22228)
C (3.06039, 2.90072, -3.48660)
F (3.11566, 3.74934, -4.50336)
F (3.92811, 1.91077, -3.69847)
F (3.38125, 3.53306, -2.36712)
F (1.15260, 2.77202, 0.08968)
B (1.14131, 2.76475, 1.59580)
F (-0.00460, 1.79620, 1.75093)

Atoms 1-2, force components in eV/Å:
Sc 0.0 -0.1 -0.1
C 0.0 0.0 0.0

Output
HOMO ... -7.298 eV
Energy above the lowest of the compared OMol25 structures with the same formula, charge and spin ... 0.00 kcal/mol
Orbital gap ... 7.658 eV



ORCA calculation (ωB97M-V/def2-TZVPD) on 10 unconnected molecules or ions with the total composition C38H54F42N10O28S14.

Cartesian coordinates (Å):
C (2.47264, -6.61962, -6.53840)
C (2.67233, -7.81451, -5.51095)
C (4.15659, -7.94821, -5.08856)
N (4.39460, -9.27968, -4.30751)
C (3.57347, -9.45135, -2.96498)
C (4.35525, -10.59874, -5.11759)
C (5.72316, -10.80787, -5.70838)
C (6.46749, -10.52942, -4.41772)
C (5.93201, -9.21660, -3.92067)
H (2.95366, -6.79661, -7.50038)
H (3.00917, -5.72971, -6.20930)
H (1.45868, -6.30253, -6.78219)
H (2.33344, -8.80605, -5.81111)
H (2.10112, -7.58482, -4.61148)
H (4.57012, -7.26550, -4.34626)
H (4.91932, -8.01039, -5.86476)
H (3.43818, -8.51215, -2.42860)
H (4.17237, -10.01367, -2.24859)
H (2.61834, -9.94970, -3.13075)
H (3.89615, -11.35011, -4.47512)
H (3.67901, -10.44552, -5.95861)
H (5.78580, -11.75906, -6.23696)
H (5.86403, -9.97117, -6.39263)
H (6.45387, -11.39562, -3.75620)
H (7.50633, -10.27240, -4.62476)
H (6.04637, -9.28292, -2.83872)
H (6.39709, -8.34994, -4.39046)
C (-0.59695, -2.04002, -2.59964)
C (-0.06782, -0.76705, -1.94315)
C (0.95242, -1.11313, -0.87151)
N (1.55676, 0.09398, -0.17719)
C (0.63695, 1.15975, 0.29431)
C (2.69481, 0.75865, -1.00937)
C (3.74190, 1.25643, 0.12421)
C (3.51911, 0.41876, 1.37861)
C (2.36891, -0.49894, 1.09739)
H (-1.30984, -2.48636, -1.90635)
H (0.14776, -2.78852, -2.87029)
H (-1.18334, -1.69374, -3.45072)
H (-0.90824, -0.22784, -1.50606)
H (0.26350, -0.07909, -2.72099)
H (1.71702, -1.78861, -1.25519)
H (0.42017, -1.56680, -0.03546)
H (0.36472, 1.68661, -0.62024)
H (1.03003, 1.88419, 1.00760)
H (-0.09270, 0.53077, 0.80432)
H (2.35228, 1.48710, -1.74430)
H (3.28946, -0.04878, -1.43664)
H (3.47800, 2.29846, 0.30490)
H (4.79394, 1.14478, -0.13817)
H (3.29335, 1.14316, 2.16115)
H (4.46597, 0.00676, 1.72764)
H (1.52843, -0.77274, 1.73514)
H (2.76912, -1.46395, 0.78643)
C (-5.01255, 0.77191, 3.30140)
C (-5.68274, 1.08277, 4.68303)
C (-6.59007, 2.38215, 4.75093)
N (-7.35938, 2.51913, 6.18864)
C (-6.54137, 2.15715, 7.43371)
C (-8.59883, 1.56066, 6.18338)
C (-9.77032, 2.21681, 5.55881)
C (-9.51594, 3.65476, 5.93940)
C (-7.99479, 3.85434, 6.24169)
H (-5.56643, 1.28229, 2.51347)
H (-4.95673, -0.29949, 3.10882)
H (-4.08462, 1.34364, 3.31448)
H (-4.85421, 1.02108, 5.38861)
H (-6.27224, 0.19380, 4.90737)
H (-7.44460, 2.23606, 4.09021)
H (-6.11925, 3.35261, 4.59394)
H (-6.41743, 1.07805, 7.34268)
H (-7.06041, 2.52458, 8.31897)
H (-5.57227, 2.63631, 7.29462)
H (-8.83080, 1.41554, 7.23847)
H (-8.24559, 0.63262, 5.73388)
H (-10.75192, 1.87149, 5.88333)
H (-9.74804, 2.12737, 4.47272)
H (-10.15489, 4.03666, 6.73564)
H (-9.73086, 4.33549, 5.11568)
H (-7.91951, 4.25182, 7.25384)
H (-7.39416, 4.68698, 5.87558)
C (-1.41069, -6.32277, 0.91604)
F (-0.83640, -6.46413, -0.29061)
F (-2.02902, -5.11948, 0.96562)
F (-2.26980, -7.26472, 1.17504)
S (0.04888, -6.38921, 2.25099)
O (0.52199, -7.76358, 2.25687)
O (0.99432, -5.40908, 1.72295)
N (-0.80398, -6.13369, 3.65006)
S (-0.36177, -4.74623, 4.09587)
O (1.03280, -4.74927, 4.50660)
O (-0.76082, -3.57105, 3.30669)
C (-1.41839, -4.53700, 5.82668)
F (-0.94898, -3.45534, 6.55103)
F (-2.73829, -4.48665, 5.63920)
F (-1.10123, -5.66552, 6.51428)
C (-0.58875, 5.40235, -5.93973)
F (-0.09542, 6.17299, -5.02440)
F (-1.82929, 5.18694, -5.87095)
F (-0.40854, 5.98932, -7.09817)
S (0.25076, 3.67598, -5.94854)
O (0.41152, 3.41019, -4.56290)
O (-0.65145, 2.73698, -6.66275)
N (1.72879, 4.02880, -6.64957)
S (2.11861, 2.84095, -7.41336)
O (2.15366, 1.48152, -6.79948)
O (1.52925, 2.80137, -8.75225)
C (4.05725, 3.25550, -7.76376)
F (4.57931, 2.40720, -8.65218)
F (4.27960, 4.46266, -8.14686)
F (4.67407, 3.05899, -6.53828)
C (-4.57933, 5.28456, -0.35699)
F (-4.87397, 5.08108, 0.90315)
F (-3.56424, 6.16145, -0.42037)
F (-4.18708, 4.18963, -1.05165)
S (-6.14750, 6.10586, -1.16680)
O (-5.62498, 6.98752, -2.21107)
O (-7.03962, 4.97417, -1.63437)
N (-6.74797, 7.09961, 0.17222)
S (-8.19207, 6.72387, 0.29478)
O (-9.05359, 6.94177, -0.88590)
O (-8.38662, 5.43203, 0.99368)
C (-8.73939, 8.09401, 1.60013)
F (-7.98120, 7.83144, 2.70483)
F (-8.39461, 9.27181, 1.07606)
F (-10.09912, 7.99284, 1.83285)
C (8.25580, 4.48516, 11.71481)
F (7.03091, 4.78710, 12.18146)
F (8.62444, 5.51811, 10.86639)
F (9.11641, 4.42712, 12.73058)
S (7.96529, 2.85490, 10.72966)
O (9.25517, 2.42815, 10.17245)
O (7.40159, 1.95582, 11.73649)
N (6.85612, 3.33374, 9.49917)
S (5.80523, 2.22390, 9.43344)
O (6.36542, 0.89133, 9.36535)
O (4.80563, 2.34662, 10.48102)
C (5.04457, 2.57934, 7.74216)
F (5.87877, 2.03061, 6.81122)
F (3.81152, 1.92021, 7.67341)
F (4.88068, 3.88474, 7.56946)
C (1.84373, 7.77128, 1.64331)
F (0.71013, 7.40355, 2.31859)
F (2.49343, 6.70143, 1.16781)
F (1.44982, 8.52769, 0.65394)
S (2.96666, 8.61636, 2.96785)
O (2.04952, 9.18305, 3.95146)
O (3.81058, 7.63228, 3.56137)
N (4.02048, 9.67956, 1.95208)
S (3.64078, 11.08609, 2.48306)
O (2.25595, 11.53654, 2.28770)
O (4.27294, 11.54305, 3.75846)
C (4.66382, 12.20885, 1.29145)
F (4.23550, 13.43075, 1.39392)
F (5.98021, 12.10747, 1.52451)
F (4.33592, 11.84287, 0.00151)
C (8.81896, -3.13631, -1.14266)
F (8.57997, -3.00688, 0.19230)
F (9.04047, -1.96674, -1.75524)
F (9.83813, -3.99324, -1.33387)
S (7.19043, -4.01771, -1.80137)
O (7.25324, -5.49109, -1.67042)
O (6.11353, -3.36719, -1.01042)
N (7.34786, -3.83641, -3.52164)
S (6.32312, -2.73043, -3.82836)
O (4.92591, -3.15567, -3.66623)
O (6.72530, -1.39001, -3.42785)
C (6.43458, -2.75908, -5.78892)
F (7.60593, -2.22762, -6.16433)
F (6.34796, -4.03229, -6.07844)
F (5.48953, -2.06174, -6.35772)
C (-9.64529, -2.45030, -8.23123)
F (-10.55571, -3.31950, -8.71813)
F (-8.53580, -2.52269, -8.95910)
F (-10.01653, -1.20126, -8.26820)
S (-9.25028, -3.01433, -6.39373)
O (-10.47323, -3.15910, -5.72888)
O (-8.52486, -4.28897, -6.70442)
N (-8.37196, -1.61454, -5.79533)
S (-7.42934, -2.29582, -4.80374)
O (-8.12014, -3.30388, -3.91426)
O (-6.14768, -2.73025, -5.38232)
C (-6.92117, -0.78060, -3.67489)
F (-7.94974, -0.50947, -2.92115)
F (-5.80495, -1.19643, -2.87393)
F (-6.61835, 0.21898, -4.47175)

Atoms 1-2, force components in eV/Å:
C 0.8 -0.6 0.0
C 0.7 1.4 -0.1

Output
Net charge ... -4
HOMO ... -3.044 eV
Energy above the lowest of the compared OMol25 structures with the same formula, charge and spin ... 61.83 kcal/mol
Orbital gap ... 5.992 eV



ORCA calculation (ωB97M-V/def2-TZVPD) on 8 unconnected molecules or ions with the total composition C38H54FN9O4.

Cartesian coordinates (Å):
N (1.02537, -5.58893, -0.39141)
C (2.40239, -5.08882, -0.16922)
C (2.33664, -3.58227, -0.00826)
C (3.72433, -2.91996, 0.03476)
C (3.78718, -1.65112, 0.88675)
C (2.65200, -0.65697, 0.63068)
O (2.11136, -0.74684, -0.71718)
C (0.87775, -0.26828, -0.68174)
O (0.62541, 0.76620, -1.13771)
N (-0.11981, -1.07568, -0.05267)
F (-0.91340, -0.25305, 0.75196)
C (-0.99354, -1.73163, -1.02695)
C (-1.33494, -3.17103, -0.57142)
C (-2.74642, -3.25553, 0.04370)
C (-2.76234, -3.23326, 1.55890)
O (-3.76180, -3.15668, 2.13125)
O (-1.58041, -3.25670, 2.27625)
H (1.04648, -6.59857, -0.47979)
H (0.72712, -5.20375, -1.28160)
H (3.03982, -5.36870, -1.01627)
H (2.80149, -5.57374, 0.72365)
H (1.83693, -3.22642, -0.91509)
H (1.70972, -3.28950, 0.83480)
H (4.40371, -3.64133, 0.50384)
H (4.13431, -2.77047, -0.96226)
H (4.74090, -1.14579, 0.73099)
H (3.77594, -1.92272, 1.94234)
H (1.90189, -0.74767, 1.42054)
H (3.06162, 0.35247, 0.73190)
H (-1.90821, -1.15698, -1.15935)
H (-0.44623, -1.80428, -1.96666)
H (-1.24199, -3.87810, -1.39264)
H (-0.57549, -3.42667, 0.16284)
H (-3.39190, -2.44948, -0.29346)
H (-3.18824, -4.20405, -0.26082)
H (-1.32258, -4.18734, 2.36791)
C (-6.36162, -0.45170, -2.59174)
C (-7.41342, -1.40558, -2.61940)
C (-7.16885, -2.31526, -1.62451)
N (-6.00848, -1.95085, -1.00061)
C (-5.51294, -0.81271, -1.58082)
H (-6.24356, 0.40193, -3.23828)
H (-8.25406, -1.42058, -3.29238)
H (-7.71733, -3.18670, -1.30896)
H (-5.58726, -2.44255, -0.23168)
H (-4.60218, -0.35865, -1.22513)
C (4.55763, 3.85852, -0.09135)
C (3.82423, 4.69518, 0.79150)
C (2.50889, 4.31736, 0.71082)
N (2.42245, 3.28989, -0.18903)
C (3.66409, 3.00351, -0.67975)
H (5.61920, 3.88043, -0.27307)
H (4.21708, 5.47990, 1.41637)
H (1.63168, 4.68762, 1.21494)
H (1.57644, 2.81454, -0.44970)
H (3.80410, 2.21651, -1.40221)
C (-7.96237, -2.12120, -7.64321)
C (-8.93925, -1.30135, -8.27016)
C (-9.82292, -0.90708, -7.30189)
N (-9.42044, -1.45941, -6.11597)
C (-8.28482, -2.19682, -6.31483)
H (-7.11931, -2.59897, -8.11414)
H (-8.98639, -1.03211, -9.31237)
H (-10.70007, -0.28462, -7.35331)
H (-9.88713, -1.34092, -5.23538)
H (-7.80771, -2.70973, -5.49664)
C (6.56133, 0.59543, -1.22236)
C (7.22586, 1.80591, -1.55960)
C (8.50612, 1.71393, -1.08447)
N (8.64056, 0.49810, -0.47028)
C (7.46128, -0.19116, -0.55407)
H (5.53978, 0.33285, -1.44606)
H (6.80994, 2.64635, -2.09061)
H (9.33003, 2.40582, -1.12874)
H (9.47613, 0.16339, -0.02660)
H (7.36521, -1.17740, -0.13135)
C (0.30747, 0.88935, 3.59551)
C (1.33147, 1.52124, 4.35304)
C (1.55206, 0.74851, 5.46131)
N (0.69964, -0.32247, 5.40373)
C (-0.05888, -0.24676, 4.26726)
H (-0.11033, 1.23001, 2.66274)
H (1.84687, 2.43672, 4.11126)
H (2.23823, 0.86714, 6.28278)
H (0.64042, -1.05199, 6.09027)
H (-0.79091, -1.00339, 4.03613)
C (-5.11517, 3.20102, 0.37495)
C (-4.45878, 3.85918, -0.69952)
C (-3.24276, 3.25189, -0.86817)
N (-3.13771, 2.25616, 0.06430)
C (-4.27618, 2.21591, 0.82296)
H (-6.09140, 3.42492, 0.77198)
H (-4.83683, 4.68317, -1.28181)
H (-2.44583, 3.44133, -1.56754)
H (-2.34435, 1.64735, 0.17472)
H (-4.38933, 1.49283, 1.61345)
C (5.74000, 4.18847, 4.28531)
C (4.32922, 4.14258, 4.12543)
C (3.78172, 4.91807, 5.11222)
N (4.80666, 5.42810, 5.86418)
C (6.00301, 4.99122, 5.36358)
H (6.47627, 3.68990, 3.67644)
H (3.78160, 3.60306, 3.37118)
H (2.75587, 5.15056, 5.34443)
H (4.69713, 6.02997, 6.65956)
H (6.93389, 5.28776, 5.81675)

Atoms 1-2, force components in eV/Å:
N 0.4 0.1 0.2
C -0.6 -0.3 0.1

Output
SMILES ... NCCCCCOC(=O)N(F)CCCC(=O)O.c1cc[nH]c1.c1cc[nH]c1.c1cc[nH]c1.c1cc[nH]c1.c1cc[nH]c1.c1cc[nH]c1.c1cc[nH]c1
HOMO ... -7.901 eV
Orbital gap ... 8.206 eV



> Number 1 is which compound?

C38H54BF8NO4P3S2ScSi



> Which of these has the highest HOMO?

C38H54F42N10O28S14



> The highest orbital gap belongs to which entry?

C38H54FN9O4



> Among the records above, which one has the highest HOMO?

C38H54F42N10O28S14